Record 1
2 unconnected molecules or ions with the total composition C24H28BN2, computed with ωB97M-V/def2-TZVPD.

```
! RIJCOSX wB97M-V def2-TZVPD def2/J DEFGRID3
* xyz 1 1
C -1.0405 5.3487 12.1704
C -2.3474 4.8784 11.6144
N -2.3595 3.6969 10.9067
B -1.0284 2.9012 10.6444
H -0.7658 1.5061 9.7561
C -3.5509 3.2196 10.5082
C -3.5948 1.8956 9.8387
C -4.7212 3.9569 10.6100
C -4.7214 5.1966 11.2264
C -3.5055 5.6345 11.7477
H -1.1823 6.2903 12.7328
H -0.5852 4.6233 12.8501
H -0.3278 5.5348 11.3712
H -0.3022 3.7524 10.2544
H -0.7407 2.4084 11.6818
H -4.6693 1.6473 9.7235
H -3.1402 1.9794 8.8369
H -3.0962 1.1050 10.4238
H -5.5879 3.4962 10.1528
H -5.6474 5.7634 11.2898
H -3.4559 6.5943 12.2460
C 2.0900 2.2647 8.8433
C 1.5551 1.2909 7.8525
N 2.0919 1.1521 6.5982
C 1.5177 0.0525 5.9523
C 0.5731 -0.5285 6.8528
C -0.0687 -1.6939 6.4146
C 0.1414 -2.1482 5.1033
C 1.0137 -1.4850 4.2171
C 1.7215 -0.3678 4.6429
C 0.5031 0.3728 8.0239
C -0.4157 0.4896 9.2087
C -1.6027 -0.4756 9.0792
C -2.3746 -0.3926 7.9096
C -3.5595 -1.1112 7.8062
C -3.9661 -1.9956 8.8108
C -5.2307 -2.7556 8.6240
C -3.1710 -2.0973 9.9633
C -2.0024 -1.3539 10.1006
H 1.3777 2.4873 9.6428
H 2.9998 1.8571 9.3101
H 2.3516 3.1825 8.3019
H 2.7996 1.7420 6.1860
H -0.7353 -2.2472 7.0837
H -0.3714 -3.0464 4.7540
H 1.1627 -1.8498 3.2034
H 2.3821 0.1845 3.9646
H 0.2169 0.2823 10.1615
H -2.0476 0.2570 7.0976
H -4.1732 -0.9714 6.9006
H -5.4447 -3.4247 9.4521
H -6.0783 -2.0671 8.5160
H -5.1980 -3.3468 7.7160
H -3.4645 -2.8064 10.7543
H -1.3809 -1.4372 11.0010
*
```

For the HOMO-LUMO gap, the calculation gives 5.973 eV. The HOMO energy is -10.130 eV.

---

Record 2
A molecular structure, C5H6CoO3S, computed with ωB97M-V/def2-TZVPD.

```
! RIJCOSX wB97M-V def2-TZVPD def2/J DEFGRID3
* xyz 2 4
O -3.1557 0.5693 -2.1494
C -2.4185 0.7112 -1.2717
Co -1.2760 0.9175 0.0706
C -2.1752 0.4929 1.5150
C -0.8251 2.6061 0.0858
O -2.7197 0.1328 2.4692
O -0.4509 3.7082 0.0595
C 2.3840 -0.6645 0.8817
S 0.7060 -0.2092 0.3284
C 0.5121 -1.3519 -1.0409
H 2.6602 0.0153 1.6805
H 3.0564 -0.5454 0.0303
H 2.3368 -1.6994 1.2407
H 1.2553 -1.1196 -1.8005
H 0.5951 -2.3632 -0.6587
H -0.4847 -1.2001 -1.4406
*
```

For the HOMO-LUMO gap (spin up / spin down), the calculation gives 10.389 / 6.572 eV. The HOMO energy (spin up / spin down) is -19.852 / -19.803 eV. As for the expectation value of S²: 3.775.

---

Record 3
2 unconnected molecules or ions with the total composition C5H13NO, computed with ωB97M-V/def2-TZVPD.

```
! RIJCOSX wB97M-V def2-TZVPD def2/J DEFGRID3
* xyz 0 1
C -0.6382 1.1714 1.5302
N -0.1882 0.3533 0.4513
C -0.8702 -0.9418 0.2566
C -0.6223 -1.2814 -1.1788
C -0.6056 0.0712 -1.8436
C -0.1442 1.1112 -0.8361
H -1.5482 1.7234 1.2496
H 0.0704 2.0219 1.6944
H -0.6173 0.7059 2.5406
H -0.5337 -1.7182 0.9631
H -1.9723 -0.7837 0.4146
H -1.3534 -2.0080 -1.5407
H 0.3515 -1.8161 -1.4536
H -1.5613 0.3095 -2.3550
H 0.0959 0.2235 -2.6716
H 0.8560 1.5525 -0.9473
H -0.8148 1.9821 -0.7782
O 3.7077 -0.9035 1.3243
H 3.1041 -1.6363 1.4602
H 3.2842 -0.1368 1.7202
*
```

For the HOMO-LUMO gap, the calculation gives 9.126 eV. The HOMO energy is -8.285 eV. Its structure (SMILES) is CN1CCCC1.O.

---

Record 4
A molecular structure, C5H14N4, computed with ωB97M-V/def2-TZVPD.

```
! RIJCOSX wB97M-V def2-TZVPD def2/J DEFGRID3
* xyz 0 1
C -0.4395 1.6328 -0.4602
C -0.2094 0.4831 2.2739
C 0.3867 -2.0974 1.1295
C -1.4300 1.3593 -1.5564
N -0.1388 0.3146 0.8420
C 0.2197 -0.8559 0.2787
N 0.7293 -2.0567 -1.6505
N 0.7983 2.0746 -0.8850
N 0.3659 -0.8452 -1.0169
H -0.8465 2.2722 0.3160
H 1.6987 -2.3103 -1.4557
H 0.6471 -1.9088 -2.6496
H 1.1969 1.4787 -1.6004
H 1.4530 2.1807 -0.1191
H -0.0348 1.5319 2.5325
H -1.1894 0.1905 2.6762
H 0.5505 -0.0908 2.8139
H 0.2778 -2.9889 0.5153
H -0.3788 -2.1341 1.9035
H 1.3645 -2.1115 1.6169
H -0.9829 0.7941 -2.3701
H -1.7772 2.3138 -1.9610
H -2.2609 0.7731 -1.1734
*
```

For the HOMO-LUMO gap, the calculation gives 7.919 eV. The HOMO energy is -6.963 eV.

---

Record 5
2 unconnected molecules or ions with the total composition C6H13N2, computed with ωB97M-V/def2-TZVPD.

```
! RIJCOSX wB97M-V def2-TZVPD def2/J DEFGRID3
* xyz 1 1
C -1.0281 2.5181 1.3243
C -0.9467 1.8170 0.1908
C 0.1986 1.9560 -0.7265
C 0.2913 1.4730 -1.9649
H -0.2320 3.1841 1.6359
H -1.9664 2.5322 1.8635
H -1.7845 1.1832 -0.0880
H 0.9808 2.6040 -0.3371
H 1.2105 1.5240 -2.5321
H -0.5595 1.0390 -2.4795
C -0.0023 -3.0048 -0.8189
N 0.7121 -0.4335 1.6749
C 0.1376 -1.1216 0.6981
N 0.6735 -2.2062 0.2145
H 0.4434 -2.8458 -1.7979
H -1.0456 -2.7000 -0.8398
H 0.0376 -4.0585 -0.5574
H 1.6523 -0.7075 1.9386
H 0.4425 0.5369 1.8061
H -0.8408 -0.8555 0.3291
H 1.6258 -2.4342 0.4665
*
```

For the HOMO-LUMO gap, the calculation gives 9.179 eV. The HOMO energy is -12.584 eV.

---

Record 6
A molecular structure, C11H5F6MoN2O7SSbTe, computed with ωB97M-V/def2-TZVPD.

```
! RIJCOSX wB97M-V def2-TZVPD def2/J DEFGRID3
* xyz 3 2
Mo -0.7567 1.5550 0.1379
O 3.3976 -0.8574 0.5115
C 2.8614 -0.5986 1.4547
O -1.1049 0.3773 -0.9208
C 2.2085 -0.2826 2.6494
C 2.8700 -0.5713 3.8607
C 2.2467 -0.2100 5.0262
C 0.9987 0.3873 5.0293
C 0.3536 0.6181 3.8264
C 0.9279 0.3372 2.5782
O 0.4421 0.6464 1.4002
N -0.9971 1.1641 3.8746
O -1.2689 2.0896 4.5610
O -1.7960 0.6169 3.0655
N 2.9237 -0.4767 6.3272
O 4.0065 -0.9967 6.2523
O 2.3148 -0.1364 7.3091
H 3.8428 -1.0519 3.8966
H 0.5379 0.6492 5.9778
F -1.3747 3.2620 -0.6346
Sb 0.5041 4.4119 -0.3722
F 0.8973 2.4790 -0.7932
F 2.1738 4.8525 0.2095
F 0.1130 3.3893 1.2745
F -0.6642 5.7007 0.1881
F 0.5502 4.7614 -2.1593
Te -3.2149 1.8360 1.5377
C -4.3840 0.3818 0.9462
C -4.1849 -0.6906 0.0248
C -5.3049 -1.4592 -0.1242
C -6.3758 -1.0043 0.6780
S -6.0192 0.3234 1.6110
H -3.2562 -0.8570 -0.5002
H -5.3930 -2.3148 -0.7786
H -7.3647 -1.4468 0.7265
*
```

For the HOMO-LUMO gap (spin up / spin down), the calculation gives 6.696 / 6.381 eV. The HOMO energy (spin up / spin down) is -19.375 / -19.376 eV. As for the expectation value of S²: 0.786.

---

Record 7
A molecular structure, C3H7NO3, computed with ωB97M-V/def2-TZVPD.

```
! RIJCOSX wB97M-V def2-TZVPD def2/J DEFGRID3
* xyz 0 1
C 2.4484 -0.2969 -0.0007
C 0.3244 0.1874 0.1420
C -1.8159 -1.2763 0.1093
H 2.5209 -0.5172 1.2248
H 2.8965 -1.2542 -0.5842
H 2.8189 1.0248 -0.2943
H -1.0940 -2.1201 0.4629
H -2.6951 -1.6467 -0.6477
H -2.2520 -1.0451 1.1335
H -1.4264 1.8925 -0.4651
N -0.9953 -0.0647 -0.1856
O 1.1848 -0.7666 -0.2393
O 0.7145 1.3076 0.1762
O -1.8421 1.0132 -0.0662
*
```

For the HOMO-LUMO gap, the calculation gives 9.710 eV. The HOMO energy is -9.082 eV.

---

Number 1: E_tot -1065.430943 a.u.. Number 2: E_tot -2200.016497 a.u.. Number 3: E_tot -328.262209 a.u.. Number 4: E_tot -417.848319 a.u.. Number 5: E_tot -345.649276 a.u.. Number 6: E_tot -2630.971174 a.u.. Number 7: E_tot -398.799207 a.u..